No. 1
Entry from OMol25: a cluster of 2 separate species, C10H16O in total at a distorted geometry (ωB97M-V/def2-TZVPD).

XYZ file:
```
27
Properties=species:S:1:pos:R:3:forces:R:3:nbo_charge:R:1
C -1.6508 -0.7656 2.6444 -1.7 -0.9 1.0 -0.428
C -2.6348 0.2799 3.2589 2.4 0.2 1.3 -0.604
C -0.8450 -0.2029 1.5554 0.6 0.0 -1.0 -0.009
C -1.5186 0.2284 0.3684 0.9 -1.0 3.7 -0.352
C 0.5948 -0.2020 1.7393 -3.1 -1.9 1.5 -0.389
C -0.7753 0.9554 -0.5266 -0.5 2.4 -4.4 -0.415
C 1.2260 0.3553 0.6090 2.9 -1.4 -0.4 -0.376
C 0.5766 0.8732 -0.4867 2.2 1.7 1.1 0.256
O 1.4283 1.7094 -1.2876 -1.2 -1.3 -3.3 -0.741
H -1.0527 -1.0228 3.4986 0.8 -0.6 0.1 0.187
H -2.1127 -1.6981 2.2622 -0.3 0.4 0.4 0.187
H -1.8033 0.9891 3.7831 -2.6 -1.1 -0.9 0.200
H -2.5769 0.2597 0.3451 -0.9 -0.1 0.0 0.180
H 0.9281 -1.0909 2.5399 -0.2 2.7 -2.3 0.174
H -1.1912 1.6788 -1.3094 0.2 -1.1 1.2 0.177
H 2.3077 0.1851 0.5479 -0.2 0.5 -0.2 0.183
H 1.2094 1.5408 -2.3264 0.5 0.5 3.6 0.427
H -3.4294 -0.0996 3.9606 1.0 0.3 -0.5 0.186
H -3.0737 0.7671 2.4296 -0.7 1.0 -0.5 0.202
C 1.9576 -1.4296 -4.0364 0.0 -1.0 -2.0 -0.622
C 1.3517 -1.3128 -2.7049 -1.9 1.0 4.2 -0.659
H 2.7097 -2.2557 -4.0822 -0.8 0.3 -0.4 0.193
H 1.1356 -1.4917 -4.8323 1.1 -0.6 0.9 0.194
H 2.4833 -0.5421 -4.3731 0.3 0.4 0.4 0.198
H 1.9681 -1.2462 -1.7387 0.0 -0.5 -1.7 0.236
H 0.4985 -2.0103 -2.3502 1.4 0.7 -1.2 0.215
H 0.8789 -0.3145 -2.5794 -0.1 -0.7 -0.5 0.201
```
Forces are in eV/Å.

## Properties
* total energy: -465.732753 a.u.
* LUMO (spin up / spin down): 3.60 / 3.47 eV
* net charge: -1
* highest occupied orbital energy (spin up / spin down): 0.5778 / -3.6881 eV
* ΔE to the lowest compared entry with this formula, charge and spin: 57.6 kcal/mol
* multiplicity: 2

No. 2
Entry from OMol25: a cluster of 2 separate species, C4H11N3O2 in total at a distorted geometry (ωB97M-V/def2-TZVPD).

XYZ file:
```
20
Properties=species:S:1:pos:R:3:forces:R:3:nbo_charge:R:1
C -3.8649 0.8010 0.8235 0.3 0.6 0.8 -0.413
C -1.7195 0.0777 -0.0607 1.3 0.1 1.2 0.558
N -1.5448 1.1351 -0.7355 -0.6 0.2 -0.5 -0.728
N -2.6119 0.0681 0.9873 -1.0 0.0 -0.7 -0.607
N -0.8861 -1.0806 -0.0552 -0.7 0.1 0.4 -0.915
H 4.2211 1.3795 -1.7988 -0.5 0.5 0.4 0.504
H -0.8662 1.0133 -1.4736 0.2 -0.2 0.0 0.345
H -2.6579 -0.7800 1.5188 0.1 -0.2 -0.1 0.390
H -1.2314 -1.8635 -0.5803 0.3 -0.1 -0.1 0.385
H 0.1011 -0.9205 -0.0002 0.1 0.1 -0.5 0.391
H -4.6744 0.2799 1.3184 -0.2 -0.3 -0.1 0.191
H -4.0690 0.9685 -0.2238 -0.1 -0.1 -0.3 0.211
H -3.8340 1.7867 1.3008 0.2 0.0 -0.1 0.194
C 3.4056 -1.0255 0.0297 -0.9 -0.8 1.4 -0.737
C 3.3936 0.4196 -0.2981 -0.9 1.3 -2.1 0.789
O 4.4508 0.8162 -1.0551 1.1 -1.2 0.2 -0.719
O 2.4567 1.1664 -0.1661 0.1 -0.6 0.7 -0.572
H 3.3786 -1.1991 1.1117 0.6 0.2 0.0 0.251
H 4.1518 -1.6377 -0.4551 0.2 0.2 0.0 0.242
H 2.4009 -1.4051 -0.1878 0.2 0.1 -0.6 0.241
```
Forces are in eV/Å.

## Properties
* total energy: -473.750999 a.u.
* LUMO: 0.56 eV
* highest occupied orbital energy: -8.6739 eV
* ΔE to the lowest compared entry with this formula, charge and spin: 32.5 kcal/mol